1.
Entry from the OMol25 dataset: a 12-piece molecular cluster, C4H34N2O11S overall in a non-equilibrium geometry (ωB97M-V/def2-TZVPD).

Bonds (Å) are listed after each position.
Atoms and positions in Å:
1 C 1.67 0.86 1.58  C2 1.467, H8 1.109, H9 1.123, H10 1.180
2 C 0.87 0.32 0.47  C1 1.467, C3 1.521, N5 1.491, H11 1.099
3 C 1.21 0.73 -0.95  C2 1.521, S4 1.788, H12 1.137, H13 1.166
4 S 1.77 -0.59 -2.02  C3 1.788, H14 1.383
5 N -0.58 0.68 0.51  C2 1.491, C6 1.498, H15 1.088
6 C -1.31 0.40 1.78  N5 1.498, N7 1.525, H16 1.072, H17 1.094
7 N -0.91 -1.01 2.19  C6 1.525, H18 0.995, H19 1.006
8 H 1.58 0.14 2.42  C1 1.109
9 H 2.78 0.84 1.42  C1 1.123
10 H 1.48 1.99 1.86  C1 1.180
11 H 1.04 -0.76 0.61  C2 1.099
12 H 0.39 1.08 -1.66  C3 1.137
13 H 1.95 1.59 -1.20  C3 1.166
14 H 3.16 -0.60 -2.03  S4 1.383
15 H -0.76 1.73 0.27  N5 1.088
16 H -1.12 1.04 2.62  C6 1.072
17 H -2.36 0.42 1.49  C6 1.094
18 H -0.93 -1.64 1.42  N7 0.995
19 H 0.05 -0.95 2.46  N7 1.006
20 O 2.32 -2.61 2.88  H21 1.081, H22 0.953
21 H 2.09 -3.58 2.45  O20 1.081
22 H 1.39 -2.42 2.73  O20 0.953
23 O 0.64 3.65 -0.95  H24 0.970, H25 0.919
24 H -0.30 3.40 -0.92  O23 0.970
25 H 0.90 3.96 -1.77  O23 0.919
26 O 3.12 2.88 -0.11  H27 0.931, H28 0.940
27 H 2.37 3.43 -0.08  O26 0.931
28 H 3.18 2.35 0.66  O26 0.940
29 O 3.87 -1.67 0.61  H30 0.962, H31 0.964
30 H 4.39 -2.20 1.22  O29 0.962
31 H 2.98 -1.91 0.91  O29 0.964
32 O -4.41 2.70 -1.58  H33 0.976, H34 1.006
33 H -4.28 1.80 -1.23  O32 0.976
34 H -3.83 3.20 -0.93  O32 1.006
35 O 0.33 -4.30 -0.06  H36 0.974, H37 0.998
36 H 1.12 -3.80 -0.31  O35 0.974
37 H -0.36 -3.93 -0.68  O35 0.998
38 O -0.82 -2.92 -2.00  H39 0.977, H40 0.903
39 H -1.02 -1.97 -1.88  O38 0.977
40 H -1.58 -3.20 -2.40  O38 0.903
41 O -2.00 3.78 -1.27  H42 0.913, H43 1.002
42 H -2.12 4.68 -1.36  O41 0.913
43 H -1.81 3.21 -2.07  O41 1.002
44 O -0.18 -3.64 2.33  H45 1.031, H46 0.894
45 H -0.01 -4.06 1.41  O44 1.031
46 H -1.04 -3.71 2.56  O44 0.894
47 O -2.64 1.32 -2.87  H48 0.969, H49 0.970
48 H -2.78 0.39 -2.66  O47 0.969
49 H -3.57 1.59 -2.96  O47 0.970
50 O -2.08 -0.91 -1.30  H51 0.908, H52 0.954
51 H -2.48 -1.38 -0.63  O50 0.908
52 H -1.38 -0.35 -0.98  O50 0.954

Output
- highest occupied orbital energy (hartree) = -0.3226
- SMILES string = C[C@H](CS)NCN.O.O.O.O.O.O.O.O.O.O.O
- lowest unoccupied orbital energy (Ha) = -0.0032
- spin multiplicity = 1

Here is what natural (NBO) gives for the atomic charges, in e: -0.64, -0.12, -0.60, -0.09, -0.69, -0.06, -0.82, 0.22, 0.23, 0.21, 0.21, 0.24, 0.31, 0.15, 0.37, 0.18, 0.18, 0.36, 0.34, -0.96, 0.48, 0.48, -0.99, 0.50, 0.48, -0.95, 0.49, 0.47, -0.95, 0.47, 0.47, -0.96, 0.46, 0.49, -0.97, 0.49, 0.52, -0.96, 0.49, 0.46, -0.99, 0.49, 0.53, -1.03, 0.50, 0.47, -0.98, 0.49, 0.49, -0.97, 0.48, 0.52

***

2.
Entry from the OMol25 dataset: a 13-piece molecular cluster, C4H34N2O14 overall in a non-equilibrium geometry (ωB97M-V/def2-TZVPD).

Bonds (Å) are listed after each position.
Atoms and positions in Å:
1 C -0.48 -0.42 -1.94  N2 1.475, H9 1.099, H10 1.103, H11 1.108
2 N -1.35 -0.61 -0.76  C1 1.475, C3 1.473, H12 1.049
3 C -0.74 -0.09 0.48  N2 1.473, C4 1.533, C6 1.568, H13 1.074
4 C -1.67 -0.71 1.53  C3 1.533, O5 1.492, H14 1.155, H15 1.134
5 O -0.95 -0.46 2.81  C4 1.492, H16 0.968
6 C -0.82 1.46 0.67  C3 1.568, N7 1.330, O8 1.235
7 N -0.52 1.95 1.87  C6 1.330, H17 1.021, H18 1.017
8 O -1.26 2.13 -0.26  C6 1.235
9 H -0.36 0.64 -2.18  C1 1.099
10 H -0.78 -1.12 -2.73  C1 1.103
11 H 0.52 -0.84 -1.68  C1 1.108
12 H -2.29 -0.15 -0.86  N2 1.049
13 H 0.30 -0.35 0.52  C3 1.074
14 H -2.70 -0.28 1.81  C4 1.155
15 H -1.84 -1.81 1.32  C4 1.134
16 H -0.48 -1.21 3.23  O5 0.968
17 H -0.06 1.42 2.62  N7 1.021
18 H -0.64 2.95 2.02  N7 1.017
19 H -0.18 -3.12 1.44  O21 0.978
20 H 1.24 -3.71 1.79  O21 0.947
21 O 0.58 -3.08 2.05  H19 0.978, H20 0.947
22 H 0.28 -3.82 -0.90  O24 0.974
23 H -0.67 -2.75 -0.76  O24 0.970
24 O -0.52 -3.62 -0.38  H22 0.974, H23 0.970
25 H 2.94 -0.23 2.55  O36 0.981
26 H 3.09 -2.10 1.39  O27 0.973
27 O 2.93 -1.98 2.34  H26 0.973, H38 0.998
28 H 2.13 -2.11 -1.18  O30 0.963
29 H 2.12 -3.00 -2.44  O30 0.950
30 O 1.94 -2.99 -1.51  H28 0.963, H29 0.950
31 H -3.69 -1.81 -0.73  O33 0.957
32 H -4.50 -1.49 0.56  O33 0.970
33 O -3.83 -2.08 0.18  H31 0.957, H32 0.970
34 H 1.78 0.30 3.36  O36 0.952
35 H 2.31 1.78 1.28  O39 0.999
36 O 2.42 0.59 2.72  H25 0.981, H34 0.952
37 H 2.06 2.92 0.28  O39 0.970
38 H 1.95 -2.16 2.38  O27 0.998
39 O 1.83 1.99 0.43  H35 0.999, H37 0.970
40 H 0.38 4.44 -2.01  O42 0.949
41 H -0.02 3.95 -0.64  O42 0.941
42 O 0.67 4.38 -1.10  H40 0.949, H41 0.941
43 H 2.63 2.51 -2.47  O45 0.969
44 H 1.59 2.08 -1.49  O45 0.998
45 O 2.12 1.71 -2.25  H43 0.969, H44 0.998
46 H -3.02 1.72 -0.39  O48 0.973
47 H -3.96 1.92 -1.57  O48 0.953
48 O -3.69 1.26 -0.92  H46 0.973, H47 0.953
49 H -1.68 1.50 -3.36  O51 0.963
50 H -1.53 2.26 -2.03  O51 0.983
51 O -1.72 2.39 -2.99  H49 0.963, H50 0.983
52 H 2.91 0.22 -1.44  O54 0.982
53 H 2.31 0.01 -0.01  O54 0.950
54 O 2.89 -0.37 -0.66  H52 0.982, H53 0.950

Output
- highest occupied orbital energy (hartree) = -0.3427
- lowest unoccupied orbital energy (Ha) = 0.0090
- spin multiplicity = 1

Here is what natural (NBO) gives for the atomic charges, in e: -0.45, -0.68, -0.18, -0.08, -0.81, 0.74, -0.78, -0.77, 0.20, 0.20, 0.20, 0.41, 0.22, 0.21, 0.23, 0.49, 0.44, 0.40, 0.53, 0.49, -1.00, 0.50, 0.48, -0.98, 0.51, 0.48, -0.98, 0.50, 0.48, -0.99, 0.48, 0.47, -0.94, 0.47, 0.52, -1.00, 0.49, 0.50, -1.02, 0.48, 0.49, -0.97, 0.48, 0.50, -0.97, 0.49, 0.49, -0.98, 0.47, 0.49, -0.97, 0.52, 0.48, -1.00

***

3.
Entry from the OMol25 dataset: a 13-piece molecular cluster, C4H34N2O14 overall in a non-equilibrium geometry (ωB97M-V/def2-TZVPD).

Bonds (Å) are listed after each position.
Atoms and positions in Å:
1 C 1.40 -1.41 1.94  C2 1.548, H9 1.151, H10 1.120, H11 1.117
2 C 0.19 -0.86 1.15  C1 1.548, C3 1.560, N5 1.459, H12 1.108
3 C 0.60 -0.62 -0.34  C2 1.560, O4 1.448, H13 1.160, H14 1.148
4 O 1.56 -1.63 -0.73  C3 1.448, H15 0.935
5 N -0.33 0.43 1.56  C2 1.459, C6 1.337, H16 1.133
6 C -1.60 0.43 1.99  N5 1.337, N7 1.413, O8 1.259
7 N -2.29 1.66 2.12  C6 1.413, H17 1.050, H18 1.000
8 O -2.41 -0.52 2.07  C6 1.259
9 H 1.10 -1.67 3.02  C1 1.151
10 H 2.07 -2.13 1.40  C1 1.120
11 H 2.13 -0.72 2.42  C1 1.117
12 H -0.56 -1.67 1.14  C2 1.108
13 H -0.35 -0.83 -0.99  C3 1.160
14 H 1.03 0.43 -0.53  C3 1.148
15 H 1.12 -2.39 -1.03  O4 0.935
16 H 0.48 1.22 1.62  N5 1.133
17 H -3.18 1.64 2.66  N7 1.050
18 H -1.74 2.48 2.29  N7 1.000
19 H 1.08 3.08 -1.67  O21 0.965
20 H 0.68 2.85 -0.21  O21 1.071
21 O 0.45 3.47 -1.05  H19 0.965, H20 1.071
22 H -1.24 1.15 -0.51  O24 0.916
23 H -0.84 2.36 -1.28  O24 0.887
24 O -1.43 1.70 -1.22  H22 0.916, H23 0.887
25 H -1.69 0.40 -2.49  O27 0.936
26 H -2.96 0.17 -3.06  O27 0.891
27 O -2.16 -0.22 -3.01  H25 0.936, H26 0.891
28 H 0.82 3.40 2.01  O30 0.981
29 H 2.20 2.84 1.26  O30 1.012
30 O 1.21 2.72 1.41  H28 0.981, H29 1.012
31 H -2.44 -1.59 0.62  O33 0.940
32 H -3.66 -2.50 0.56  O33 0.962
33 O -2.76 -2.38 0.24  H31 0.940, H32 0.962
34 H 3.00 -0.92 -0.99  O36 0.947
35 H 4.35 -0.74 -1.45  O36 0.857
36 O 3.78 -0.39 -0.92  H34 0.947, H35 0.857
37 H -0.60 5.27 0.38  O39 0.974
38 H -1.34 4.07 0.95  O39 0.996
39 O -0.52 4.61 1.09  H37 0.974, H38 0.996
40 H -0.79 -3.64 -2.58  O42 1.065
41 H -0.63 -4.30 -1.20  O42 0.973
42 O -0.04 -4.01 -1.92  H40 1.065, H41 0.973
43 H 3.47 0.93 1.64  O45 0.984
44 H 3.31 1.71 0.33  O45 0.997
45 O 3.84 1.72 1.18  H43 0.984, H44 0.997
46 H -2.41 -2.18 -3.09  O48 0.966
47 H -2.85 -2.78 -1.82  O48 0.948
48 O -2.56 -3.05 -2.69  H46 0.966, H47 0.948
49 H -2.06 -3.72 0.77  O51 1.008
50 H -1.56 -4.66 1.82  O51 0.923
51 O -1.63 -4.62 0.90  H49 1.008, H50 0.923
52 H 2.88 2.28 -2.51  O54 0.941
53 H 3.24 1.26 -1.56  O54 0.893
54 O 2.63 1.89 -1.69  H52 0.941, H53 0.893

Output
- highest occupied orbital energy (hartree) = -0.3708
- lowest unoccupied orbital energy (Ha) = 0.0019
- spin multiplicity = 1

Here is what natural (NBO) gives for the atomic charges, in e: -0.66, -0.11, -0.09, -0.78, -0.69, 0.79, -0.84, -0.73, 0.23, 0.26, 0.20, 0.24, 0.20, 0.19, 0.53, 0.47, 0.41, 0.36, 0.48, 0.50, -1.00, 0.47, 0.49, -0.96, 0.50, 0.46, -0.97, 0.53, 0.53, -0.99, 0.51, 0.49, -0.97, 0.50, 0.46, -0.97, 0.50, 0.47, -0.97, 0.51, 0.49, -1.01, 0.48, 0.48, -0.94, 0.50, 0.49, -0.97, 0.48, 0.46, -0.99, 0.48, 0.49, -0.98

***

4.
Entry from the OMol25 dataset: a 11-piece molecular cluster, C4H34N3O10 overall in a non-equilibrium geometry (ωB97M-V/def2-TZVPD).

Bonds (Å) are listed after each position.
Atoms and positions in Å:
1 N -1.99 -1.38 -0.85  C2 1.518, H8 1.068, H9 1.032, H10 1.061
2 C -0.70 -1.46 -0.05  N1 1.518, C3 1.576, C6 1.558, H11 1.103
3 C 0.08 -0.09 -0.10  C2 1.576, C4 1.565, H12 1.067, H13 1.092
4 C -0.29 0.76 1.16  C3 1.565, N5 1.497, H14 1.003, H15 1.215
5 N 0.20 0.01 2.35  C4 1.497, H16 1.017, H17 1.089
6 C 0.18 -2.55 -0.75  C2 1.558, N7 1.487, H18 1.110, H19 1.147
7 N -0.19 -3.99 -0.72  C6 1.487, H20 0.979, H21 0.978
8 H -2.30 -0.40 -0.57  N1 1.068
9 H -1.97 -1.31 -1.88  N1 1.032
10 H -2.64 -2.11 -0.43  N1 1.061
11 H -0.94 -1.86 0.94  C2 1.103
12 H -0.22 0.39 -1.00  C3 1.067
13 H 1.12 -0.41 -0.18  C3 1.092
14 H -1.28 0.92 1.22  C4 1.003
15 H 0.31 1.79 0.93  C4 1.215
16 H 0.03 0.50 3.23  N5 1.017
17 H 1.24 -0.15 2.09  N5 1.089
18 H 0.19 -2.38 -1.85  C6 1.110
19 H 1.29 -2.34 -0.59  C6 1.147
20 H -0.66 -4.29 0.09  N7 0.979
21 H 0.68 -4.42 -0.80  N7 0.978
22 H 2.08 0.87 -1.85  O24 1.029
23 H 3.48 0.65 -2.40  O24 0.921
24 O 2.81 0.16 -1.98  H22 1.029, H23 0.921
25 H -1.32 2.70 -1.31  O27 1.019
26 H -1.27 3.26 -2.65  O27 0.988
27 O -0.95 3.54 -1.76  H25 1.019, H26 0.988
28 H -2.64 -0.04 1.73  O30 1.007
29 H -3.59 1.25 1.58  O30 0.919
30 O -3.49 0.36 1.37  H28 1.007, H29 0.919
31 H -3.67 2.20 -1.33  O33 0.966
32 H -2.89 2.02 -0.10  O33 0.971
33 O -2.78 1.95 -1.06  H31 0.966, H32 0.971
34 H 3.61 -1.99 -0.25  O36 0.949
35 H 3.24 -0.80 -0.77  O36 0.950
36 O 3.08 -1.26 0.04  H34 0.949, H35 0.950
37 H -2.77 -1.59 3.28  O39 0.929
38 H -1.17 -1.47 3.00  O39 0.994
39 O -2.10 -1.30 2.70  H37 0.929, H38 0.994
40 H 3.20 -0.79 1.75  O42 0.998
41 H 2.90 -1.51 3.09  O42 0.983
42 O 2.87 -0.62 2.68  H40 0.998, H41 0.983
43 H -2.63 0.79 -3.23  O45 0.948
44 H -1.35 0.22 -4.00  O45 1.026
45 O -1.95 0.12 -3.18  H43 0.948, H44 1.026
46 H 3.25 1.36 2.76  O48 0.910
47 H 3.09 1.97 1.41  O48 0.827
48 O 3.42 2.03 2.16  H46 0.910, H47 0.827
49 H 1.76 2.87 -0.92  O51 0.978
50 H 0.56 2.75 -1.94  O51 1.055
51 O 1.52 2.38 -1.73  H49 0.978, H50 1.055

Output
- highest occupied orbital energy (hartree) = -0.4501
- lowest unoccupied orbital energy (Ha) = -0.1094
- total charge = +1
- spin multiplicity = 1

Here is what natural (NBO) gives for the atomic charges, in e: -0.74, -0.08, -0.45, -0.21, -0.92, -0.27, -0.84, 0.46, 0.47, 0.45, 0.25, 0.22, 0.27, 0.16, 0.17, 0.38, 0.42, 0.18, 0.23, 0.36, 0.37, 0.52, 0.48, -1.00, 0.49, 0.47, -0.93, 0.51, 0.46, -0.99, 0.50, 0.49, -0.96, 0.48, 0.51, -0.99, 0.50, 0.53, -0.99, 0.51, 0.49, -0.99, 0.49, 0.51, -0.98, 0.49, 0.44, -0.93, 0.49, 0.51, -1.00

***

5.
Entry from the OMol25 dataset: a 14-piece molecular cluster, C4H34NO16 overall in a non-equilibrium geometry (ωB97M-V/def2-TZVPD).

Bonds (Å) are listed after each position.
Atoms and positions in Å:
1 O 2.21 1.01 -1.24  C2 1.250
2 C 1.17 0.39 -1.55  O1 1.250, O3 1.258, C4 1.565
3 O 0.12 0.98 -1.93  C2 1.258
4 C 1.09 -1.17 -1.44  C2 1.565, C5 1.550, N8 1.447, H9 1.078
5 C 1.22 -1.61 0.04  C4 1.550, C6 1.525, O7 1.431, H10 1.093
6 C -0.07 -1.79 0.83  C5 1.525, H11 1.073, H12 1.096, H13 1.106
7 O 1.93 -2.86 0.01  C5 1.431, H14 0.956
8 N -0.14 -1.63 -2.04  C4 1.447, H15 0.994, H16 1.001
9 H 2.02 -1.54 -1.83  C4 1.078
10 H 1.97 -0.98 0.53  C5 1.093
11 H -0.06 -1.79 1.90  C6 1.073
12 H -0.50 -2.65 0.31  C6 1.096
13 H -0.74 -0.94 0.60  C6 1.106
14 H 1.90 -3.39 -0.79  O7 0.956
15 H -1.00 -1.75 -1.55  N8 0.994
16 H -0.32 -1.41 -3.00  N8 1.001
17 H -1.91 0.02 3.16  O19 0.974
18 H -3.26 -0.38 2.79  O19 0.962
19 O -2.38 -0.78 2.87  H17 0.974, H18 0.962
20 H -2.52 0.17 -2.89  O22 0.965
21 H -3.44 0.40 -4.14  O22 0.955
22 O -3.09 -0.26 -3.54  H20 0.965, H21 0.955
23 H 3.76 -0.93 -1.70  O25 0.950
24 H 4.23 0.58 -1.86  O25 0.953
25 O 4.39 -0.27 -1.45  H23 0.950, H24 0.953
26 H 0.05 -1.55 4.35  O28 0.958
27 H -1.41 -1.22 3.96  O28 0.957
28 O -0.70 -0.98 4.55  H26 0.958, H27 0.957
29 H -1.68 4.45 0.77  O31 0.959
30 H -0.69 4.01 -0.36  O31 0.952
31 O -0.87 3.99 0.58  H29 0.959, H30 0.952
32 H -2.98 -2.49 -1.65  O34 0.967
33 H -2.12 -3.32 -0.81  O34 0.964
34 O -3.04 -3.07 -0.88  H32 0.967, H33 0.964
35 H 0.02 2.66 -1.95  O37 0.984
36 H 0.94 3.94 -1.60  O37 0.958
37 O 0.09 3.64 -1.92  H35 0.984, H36 0.958
38 H 3.07 1.52 1.15  O40 0.966
39 H 1.77 2.32 1.29  O40 0.963
40 O 2.48 1.93 1.80  H38 0.966, H39 0.963
41 H -1.32 0.69 -1.24  O43 1.002
42 H -2.02 1.99 -0.98  O43 0.960
43 O -2.14 1.06 -0.79  H41 1.002, H42 0.960
44 H 1.57 0.63 2.88  O46 0.973
45 H 1.85 0.25 4.32  O46 0.952
46 O 1.51 -0.11 3.50  H44 0.973, H45 0.952
47 H 2.49 -3.06 2.25  O49 0.956
48 H 2.85 -1.66 2.81  O49 0.965
49 O 3.14 -2.58 2.76  H47 0.956, H48 0.965
50 H -1.35 2.40 2.66  O52 0.969
51 H -2.48 2.16 1.82  O52 0.962
52 O -2.20 1.94 2.71  H50 0.969, H51 0.962
53 H -1.09 0.30 -5.04  O55 0.961
54 H -1.54 1.65 -4.49  O55 0.953
55 O -0.78 1.11 -4.60  H53 0.961, H54 0.953

Output
- highest occupied orbital energy (hartree) = -0.2093
- lowest unoccupied orbital energy (Ha) = 0.0872
- total charge = -1
- spin multiplicity = 1

Here is what natural (NBO) gives for the atomic charges, in e: -0.78, 0.77, -0.81, -0.16, 0.10, -0.64, -0.77, -0.89, 0.18, 0.20, 0.24, 0.19, 0.23, 0.47, 0.37, 0.38, 0.51, 0.48, -0.96, 0.50, 0.46, -0.97, 0.46, 0.49, -0.95, 0.47, 0.48, -0.99, 0.46, 0.50, -1.00, 0.47, 0.46, -0.93, 0.52, 0.48, -1.02, 0.50, 0.49, -0.98, 0.50, 0.46, -1.01, 0.50, 0.47, -0.98, 0.48, 0.49, -0.97, 0.48, 0.49, -0.96, 0.47, 0.46, -0.92